Entry from the OMol25 dataset: a cluster of 14 separate species, C17H62N12O14 in total (wB97M-V/def2-TZVPD).

The geometry in XYZ format:
```
105
Properties=species:S:1:pos:R:3:forces:R:3
C -0.1529 2.7170 -7.0348 0.5 -1.0 0.7
O -0.8923 2.9177 -5.8372 -0.5 0.3 -0.3
H -0.7403 2.1829 -7.7817 -0.4 0.5 0.0
H 0.2995 3.6334 -7.4138 -0.2 0.0 -0.2
H 0.6157 1.9923 -6.7664 0.6 0.1 -0.4
H -0.2821 3.3348 -5.2247 0.0 0.1 0.3
C 1.2285 6.4447 -3.5469 1.3 0.6 0.2
O 1.4395 5.0262 -3.5551 -1.0 0.4 -0.1
H 0.2517 6.7915 -3.8841 -0.1 -0.8 -0.2
H 1.3984 6.9080 -2.5750 -0.3 -0.5 0.6
H 1.9829 6.9850 -4.1187 0.0 -0.3 -0.6
H 2.3382 4.7888 -3.7950 0.1 0.4 0.0
C 4.4317 -2.9716 2.7069 -0.3 -0.4 0.3
O 3.9341 -2.0461 3.6838 -0.2 0.2 -1.0
H 3.5995 -3.5473 2.3016 -0.3 -0.2 0.5
H 4.8299 -2.5407 1.7883 0.4 0.8 0.4
H 5.1682 -3.6647 3.1135 0.0 0.0 0.0
H 4.3807 -2.0457 4.5336 0.3 -0.4 -0.3
C -3.4240 -1.7593 -4.7184 0.5 -0.3 0.6
O -3.6136 -0.9650 -5.8409 -0.2 1.0 -0.6
H -4.1884 -2.5363 -4.7230 0.3 -0.1 0.2
H -2.3933 -2.1124 -4.7512 0.0 -0.9 0.2
H -3.4600 -1.1471 -3.8173 -0.5 -0.2 0.4
H -3.0541 -0.2144 -5.6284 -0.1 0.5 -0.7
C 5.3419 3.2383 1.4614 0.2 -0.2 0.2
O 4.4266 3.5464 0.4321 -0.3 0.1 -0.1
H 5.9258 4.1286 1.6947 0.0 0.0 -0.1
H 4.8544 2.9008 2.3760 -0.1 0.1 0.1
H 6.0063 2.4315 1.1518 0.2 0.0 -0.1
H 3.6293 3.0326 0.5801 -0.1 0.0 -0.1
C -3.3665 -4.9008 -0.4365 -0.7 1.5 1.7
O -3.2391 -4.0925 0.4487 0.9 1.2 1.9
N -2.4978 -5.0941 -1.3905 1.7 -1.2 -3.0
N -4.4751 -5.6359 -0.5208 -1.3 -1.5 -0.7
H -2.7641 -5.8144 -2.0465 0.7 0.2 -0.1
H -1.6000 -4.6436 -1.4958 -0.4 0.1 0.3
H -4.7555 -5.8725 -1.4618 -0.6 -0.4 0.6
H -5.0622 -5.6829 0.2997 -0.2 0.2 -0.6
C 0.0557 -5.0657 4.2144 1.6 0.3 3.2
O 0.8265 -5.2724 5.2111 -2.1 0.5 -2.8
N -0.8471 -4.0910 4.1270 -0.4 1.7 1.4
N -0.0120 -5.8209 3.1451 1.7 -3.4 -1.8
H -0.6833 -3.4068 4.8516 -0.6 0.5 -0.5
H -1.2571 -3.8912 3.2259 0.0 0.4 0.5
H 0.6986 -6.5354 3.2136 -0.2 -0.2 -0.6
H -0.3814 -5.5956 2.2325 0.0 0.2 0.5
C -2.8402 3.7685 3.3345 0.0 1.0 1.8
O -2.3142 3.9640 4.3827 2.3 0.0 3.1
N -2.3072 3.3850 2.2349 2.9 -1.9 -4.3
N -4.0936 4.0227 3.1566 -4.3 0.9 -0.1
H -1.3313 3.1283 2.1917 -0.3 0.2 -0.3
H -2.8852 3.5533 1.4239 1.0 -0.5 -0.3
H -4.4528 3.8593 2.2269 -1.1 0.3 0.8
H -4.5643 4.3642 3.9824 -0.5 -0.1 -0.7
C 3.1684 -5.0197 -3.5194 0.1 0.9 1.6
O 2.3712 -4.4672 -2.7959 -0.7 0.7 0.4
N 4.4731 -4.7335 -3.5881 2.0 1.4 0.4
N 2.9325 -6.0537 -4.2738 -1.3 -3.2 -2.5
H 5.0695 -5.2701 -4.2017 0.2 0.6 0.5
H 4.8304 -4.0149 -2.9749 0.1 -0.3 -0.3
H 2.0044 -6.4179 -4.4356 0.4 0.2 0.1
H 3.7294 -6.4354 -4.7630 -0.8 -0.3 -0.1
C -6.7717 3.1835 -1.5881 2.6 0.9 2.8
O -6.1688 3.6093 -0.6343 1.2 0.7 1.9
N -6.3054 2.3576 -2.4453 2.6 -3.6 -3.5
N -7.9629 3.4851 -1.8816 -7.5 2.5 -1.1
H -6.9340 2.1407 -3.2056 1.1 -0.6 -0.1
H -5.3488 2.0413 -2.3749 -0.4 0.0 -0.3
H -8.5164 4.1394 -1.3472 0.5 -0.2 0.1
H -8.3907 3.1858 -2.7463 0.0 0.2 0.4
C -5.1297 -1.2114 4.9473 -1.4 3.6 2.1
O -5.4116 -0.2734 5.6627 -0.1 1.0 1.1
N -5.4076 -2.4388 5.1910 -0.7 -5.8 0.7
N -4.6107 -1.0606 3.7741 2.5 0.9 -4.9
H -5.8447 -2.8428 6.0070 0.2 0.7 -0.1
H -5.1359 -3.0582 4.4409 -0.4 -0.5 0.7
H -4.4219 -1.8524 3.1761 0.0 0.4 0.0
H -4.4890 -0.1493 3.3560 0.0 -0.2 0.5
C 0.2081 0.6989 -1.1750 -0.7 0.1 2.2
C 0.3455 0.0018 0.2178 0.9 -1.1 -0.5
O 1.0109 0.7913 1.1940 0.0 0.9 -0.2
H -0.0461 1.7400 -0.9761 -0.1 0.1 -0.2
H -0.6534 0.2118 -1.6318 0.3 0.1 -0.6
H 1.1410 0.6961 -1.7387 -0.2 -0.4 -0.1
H 0.8548 -0.9388 0.0082 0.7 -0.1 0.1
H -0.5358 -0.4194 0.7014 -0.8 0.8 -0.5
H 1.7495 0.3776 1.6466 -0.1 -0.5 -0.3
C 1.3072 1.6262 7.9127 0.5 -1.5 1.0
C 2.1871 1.9205 6.7281 -1.3 -1.4 0.2
O 1.9602 3.2503 6.4912 0.5 2.2 -1.4
H 1.8723 1.9451 8.7886 -0.5 0.1 0.3
H 1.0879 0.5620 7.9995 0.2 -0.2 0.2
H 0.3242 2.0934 7.8539 0.3 0.4 -0.1
H 1.7997 1.3259 5.9008 0.4 -0.3 -0.4
H 3.2460 1.7037 6.8688 0.0 0.1 0.1
H 1.1583 3.2489 5.9635 -0.1 0.7 0.0
C 7.3184 1.6403 -3.2961 1.0 -1.0 -0.3
C 6.3624 1.3260 -4.4477 0.3 0.0 2.1
O 5.2761 2.1684 -4.1595 -1.5 0.9 -1.3
H 8.3505 1.3485 -3.4903 0.2 0.3 -0.2
H 7.0835 1.0459 -2.4131 -0.4 0.3 0.2
H 7.2299 2.7093 -3.1028 0.3 -0.1 0.1
H 5.9717 0.3122 -4.3603 0.5 -0.4 -0.5
H 6.8341 1.5306 -5.4088 -0.5 0.2 -0.1
H 5.0939 2.1607 -3.2170 0.1 -0.1 0.0
```
Positions in Å, forces in eV/Å.

Results
* spin multiplicity: 1
* HOMO level: -9.15 eV
* DFT total energy: -65178.289 eV
* molar mass: 658.75 u
* strongest force on any atom: 7.96 eV/A
* Kohn-Sham gap: 9.0 eV